# C11H12N2O3

A single C11H12N2O3 molecule at a distorted geometry (wB97M-V/def2-TZVPD, OMol25).

Values from the calculation:
ΔE to the lowest compared entry with this formula, charge and spin: 4.653 eV

Each atom is followed by the atoms it is bonded to, with distances in Å.
Positions of all 28 atoms, in Å:
1 C -1.9256 2.6594 -1.5887  C2 1.527, H17 1.087, H18 1.087, H19 1.087
2 C -1.1494 2.0449 -0.4265  C1 1.527, C3 1.502, H20 1.095, H21 1.093
3 C -1.6594 0.6833 -0.0501  C2 1.502, C4 1.841, C15 1.433, N16 1.487
4 C -0.9059 -0.7105 -0.9872  C3 1.841, O5 1.386, C6 1.479, H22 1.094
5 O -1.7005 -1.8181 -0.7392  C4 1.386, H23 0.966
6 C 0.4633 -0.8425 -0.4427  C4 1.479, C7 1.393, C14 1.388
7 C 1.5659 -0.3765 -1.1551  C6 1.393, C8 1.385, H24 1.080
8 C 2.8411 -0.4588 -0.6213  C7 1.385, C9 1.383, H25 1.079
9 C 3.0383 -0.9968 0.6370  C8 1.383, C10 1.390, H26 1.079
10 C 1.9351 -1.4582 1.3453  C9 1.390, N11 1.443, C14 1.386
11 N 2.1166 -1.9997 2.6699  C10 1.443, O12 1.214, O13 1.214
12 O 3.2513 -2.0921 3.0903  N11 1.214
13 O 1.1218 -2.3176 3.2885  N11 1.214
14 C 0.6562 -1.3948 0.8160  C6 1.388, C10 1.386, H27 1.081
15 C -2.2098 0.3217 1.2231  C3 1.433, N16 1.263, H28 1.063
16 N -3.0744 0.3978 0.3061  C3 1.487, C15 1.263
17 H -2.9720 2.7749 -1.3193  C1 1.087
18 H -1.8644 2.0249 -2.4685  C1 1.087
19 H -1.5186 3.6372 -1.8352  C1 1.087
20 H -1.2219 2.7051 0.4445  C2 1.095
21 H -0.0911 1.9561 -0.6869  C2 1.093
22 H -0.9309 -0.3833 -2.0305  C4 1.094
23 H -2.6284 -1.5758 -0.8525  O5 0.966
24 H 1.4204 0.0445 -2.1387  C7 1.080
25 H 3.6856 -0.1017 -1.1899  C8 1.079
26 H 4.0220 -1.0650 1.0745  C9 1.079
27 H -0.1798 -1.7898 1.3751  C14 1.081
28 H -2.0854 0.1315 2.2619  C15 1.063

# C4H12N2S

A single C4H12N2S molecule at a distorted geometry (wB97M-V/def2-TZVPD, OMol25).

Values from the calculation:
ΔE to the lowest compared entry with this formula, charge and spin: 1.179 eV

Each atom is followed by the atoms it is bonded to, with distances in Å.
Positions of all 19 atoms, in Å:
1 N 1.6231 -1.0231 -1.2404  C2 1.525, H8 1.013, H9 1.014
2 C 1.6844 -0.5573 0.2103  N1 1.525, C3 1.569, H10 1.092, H11 1.080
3 C 1.2350 0.9446 0.2634  C2 1.569, N4 1.449, H12 1.098, H13 1.092
4 N 0.1879 1.2340 -0.6951  C3 1.449, C5 1.473, H14 1.009
5 C -1.1250 0.5732 -0.5916  N4 1.473, C6 1.560, H15 1.092, H16 1.093
6 C -1.5426 -0.0178 0.7904  C5 1.560, S7 1.848, H17 1.092, H18 1.086
7 S -3.2351 -0.7580 0.7233  C6 1.848, H19 1.352
8 H 2.3257 -1.7329 -1.4093  N1 1.013
9 H 0.7344 -1.4941 -1.3679  N1 1.014
10 H 1.0112 -1.1843 0.7979  C2 1.092
11 H 2.7168 -0.7561 0.4587  C2 1.080
12 H 0.9130 1.1650 1.2902  C3 1.098
13 H 2.1371 1.5505 0.1561  C3 1.092
14 H 0.5889 1.1632 -1.6189  N4 1.009
15 H -1.8529 1.3660 -0.7765  C5 1.092
16 H -1.1103 -0.2618 -1.2962  C5 1.093
17 H -1.3811 0.7997 1.4967  C6 1.092
18 H -0.8692 -0.7932 1.1445  C6 1.086
19 H -4.0413 -0.2176 1.6644  S7 1.352

# C4H4IN2

A gas-phase ion, C4H4IN2 (charge +1) at a distorted geometry (wB97M-V/def2-TZVPD, OMol25).

Values from the calculation:
total charge: +1
ΔE to the lowest compared entry with this formula, charge and spin: 0.696 eV

Each atom is followed by the atoms it is bonded to, with distances in Å.
Positions of all 11 atoms, in Å:
1 C 0.0670 -0.6728 -0.0370  C2 1.383, C4 1.382, N6 1.567
2 C -1.2126 -0.3486 -0.4500  C1 1.383, N5 1.365
3 C -0.1921 1.5636 0.2465  N5 1.338, N6 1.278, H8 1.035
4 C 0.7514 -1.8711 -0.1079  C1 1.382, I7 2.065, H9 1.132
5 N -1.2709 1.0093 -0.3194  C2 1.365, C3 1.338, H10 1.062
6 N 0.7113 0.6778 0.4280  C1 1.567, C3 1.278, H11 1.035
7 I -0.1751 -3.6841 -0.4510  C4 2.065
8 H -0.1376 2.5773 0.4464  C3 1.035
9 H 1.8794 -1.9648 -0.0933  C4 1.132
10 H -2.0659 1.7097 -0.3963  N5 1.062
11 H 1.6452 1.0036 0.7341  N6 1.035

# C3H5Cl3S

2 unconnected molecules or ions with the total composition C3H5Cl3S at a distorted geometry (wB97M-V/def2-TZVPD, OMol25).

Values from the calculation:
ΔE to the lowest compared entry with this formula, charge and spin: 3.990 eV

Each atom is followed by the atoms it is bonded to, with distances in Å.
Positions of all 12 atoms, in Å:
1 C -1.0983 -0.0493 0.1660  H8 1.136, H9 1.147, H10 1.147
2 C 1.9626 0.5160 0.5134  C3 1.525, Cl5 1.904, Cl6 1.673, H11 1.073
3 C 1.4506 -0.7068 -0.2396  C2 1.525, S4 1.822, Cl7 1.786
4 S 1.5880 -0.9820 -2.0360  C3 1.822, H12 1.266
5 Cl 3.8661 0.4872 0.5379  C2 1.904
6 Cl 1.4477 1.9242 -0.2282  C2 1.673
7 Cl 1.8491 -2.1880 0.6757  C3 1.786
8 H -0.8593 1.0561 0.0620  C1 1.136
9 H -0.8613 -0.4917 1.1973  C1 1.147
10 H -1.3855 -0.7110 -0.7257  C1 1.147
11 H 1.7942 0.3184 1.5545  C2 1.073
12 H 1.0430 0.1239 -2.3229  S4 1.266

# C5H14N2

3 unconnected molecules or ions with the total composition C5H14N2 at a distorted geometry (wB97M-V/def2-TZVPD, OMol25).

Values from the calculation:
ΔE to the lowest compared entry with this formula, charge and spin: 5.039 eV

Each atom is followed by the atoms it is bonded to, with distances in Å.
Positions of all 21 atoms, in Å:
1 C 1.7323 -0.3038 -0.1094  N6 1.427, N7 1.420, H8 1.088
2 C -0.8829 -0.2863 -0.5644  C3 1.380, C5 1.493, H9 1.089
3 C -0.1168 0.8104 -0.2266  C2 1.380, H14 1.085, H15 1.085
4 C -2.6584 1.0187 -0.0757  H19 1.089, H20 1.087, H21 1.088
5 C -1.0912 -1.5361 0.2252  C2 1.493, H16 1.093, H17 1.090, H18 1.094
6 N 2.7620 0.5455 -0.6153  C1 1.427, H10 1.015, H11 1.015
7 N 1.8567 -0.5720 1.2790  C1 1.420, H12 1.014, H13 1.020
8 H 1.6817 -1.2186 -0.6955  C1 1.088
9 H -1.0542 -0.4096 -1.6323  C2 1.089
10 H 2.7095 0.6442 -1.6237  N6 1.015
11 H 2.7407 1.4716 -0.2012  N6 1.015
12 H 1.8181 0.2774 1.8306  N7 1.014
13 H 2.7438 -1.0258 1.4986  N7 1.020
14 H 0.1332 1.4998 -1.0256  C3 1.085
15 H -0.1288 1.2558 0.7623  C3 1.085
16 H -2.0978 -1.9245 0.0473  C5 1.093
17 H -0.9757 -1.3679 1.2956  C5 1.090
18 H -0.3998 -2.3151 -0.1100  C5 1.094
19 H -3.3531 0.5693 -0.7831  C4 1.089
20 H -2.8631 0.7774 0.9645  C4 1.087
21 H -2.5562 2.0894 -0.2403  C4 1.088

# C5H7N

A single C5H7N molecule (wB97M-V/def2-TZVPD, OMol25).

Values from the calculation:
ΔE to the lowest compared entry with this formula, charge and spin: 3.705 eV

Each atom is followed by the atoms it is bonded to, with distances in Å.
Positions of all 13 atoms, in Å:
1 C 1.8674 -0.5976 -0.8360  C2 1.210, H7 1.067
2 C 1.4533 0.4643 -0.4312  C1 1.210, C3 1.468
3 C 0.5072 1.3155 0.2995  C2 1.468, N4 1.496, H8 1.100, H9 1.098
4 N -0.6595 0.5055 0.7683  C3 1.496, C5 1.452, C6 1.459
5 C -0.6284 -0.9407 0.6397  N4 1.452, C6 1.482, H10 1.089, H11 1.090
6 C -1.4906 -0.1275 -0.2507  N4 1.459, C5 1.482, H12 1.091, H13 1.094
7 H 2.2416 -1.5330 -1.1879  C1 1.067
8 H 1.0084 1.7854 1.1592  C3 1.100
9 H 0.1255 2.1266 -0.3348  C3 1.098
10 H -0.9507 -1.5514 1.4816  C5 1.089
11 H 0.2378 -1.3405 0.1133  C5 1.090
12 H -2.5721 -0.0432 -0.1361  C6 1.091
13 H -1.1399 -0.0635 -1.2849  C6 1.094